Record 1
DFT (ωB97M-V with the def2-TZVPD basis set) results for a structure of composition C19H20IrN7P.

Output
* net charge: +3
* frontier orbital gap: 0.229 Eh
* E_HOMO: -17.22 eV
* E_tot: -42560.078 eV
* energy relative to the best compared isomer or geometry (same formula, charge and spin): 0.00 kJ/mol
* 2S+1: 1

Geometry as XYZ:
```
48
Properties=species:S:1:pos:R:3:nbo_charge:R:1
Ir 0.225 -0.899 -0.937 1.30
C 1.918 0.081 4.100 -0.42
N 1.137 -0.493 2.990 -0.27
C 0.135 -1.412 3.135 -0.01
C -0.339 -1.701 1.892 -0.06
N 0.393 -0.951 1.005 -0.38
C 1.291 -0.222 1.686 0.08
P 2.509 0.915 0.920 0.87
C 1.302 1.707 -0.210 0.08
N 0.405 1.042 -0.956 -0.38
C -0.319 1.944 -1.694 -0.06
C 0.157 3.181 -1.380 -0.01
N 1.154 3.016 -0.459 -0.27
C 1.934 4.114 0.141 -0.42
C 3.081 -0.296 -0.312 0.07
N 2.243 -1.023 -1.059 -0.50
C 2.998 -1.827 -1.875 -0.06
C 4.311 -1.571 -1.607 -0.01
N 4.346 -0.616 -0.631 -0.27
C 5.574 -0.052 -0.048 -0.42
H 1.517 -0.310 5.030 0.26
H 2.961 -0.214 4.010 0.24
H 1.823 1.164 4.098 0.24
H -0.164 -1.788 4.100 0.28
H -1.123 -2.375 1.590 0.27
H -1.102 1.658 -2.375 0.27
H -0.137 4.153 -1.740 0.28
H 1.537 5.051 -0.235 0.26
H 1.832 4.091 1.223 0.24
H 2.978 4.027 -0.148 0.24
H 2.571 -2.518 -2.583 0.26
H 5.206 -1.992 -2.032 0.28
H 6.423 -0.526 -0.530 0.26
H 5.614 1.019 -0.231 0.24
H 5.608 -0.260 1.018 0.24
N -1.799 -0.916 -0.951 -0.59
C -2.948 -1.019 -1.031 0.59
C -4.347 -1.143 -1.139 -0.21
C -5.172 -0.409 -0.271 -0.14
C -6.539 -0.542 -0.391 -0.20
C -7.072 -1.393 -1.356 -0.09
C -6.250 -2.119 -2.214 -0.19
C -4.879 -2.003 -2.114 -0.14
H -4.742 0.245 0.476 0.23
H -7.195 0.013 0.264 0.26
H -8.146 -1.492 -1.441 0.26
H -6.682 -2.773 -2.958 0.26
H -4.226 -2.564 -2.770 0.24
```


Record 2
DFT (ωB97M-V with the def2-TZVPD basis set) results for the ion C4H9N2 with charge +1 at a distorted geometry.

Output
* net charge: +1
* frontier orbital gap: 0.459 Eh
* E_HOMO: -16.51 eV
* E_tot: -7264.052 eV
* energy relative to the best compared isomer or geometry (same formula, charge and spin): 394.63 kJ/mol
* SMILES: CC1=N[N+]1(C)C
* 2S+1: 1

Geometry as XYZ:
```
15
Properties=species:S:1:pos:R:3:nbo_charge:R:1
C -1.985 -0.569 -0.078 -0.73
C -1.053 0.522 -0.152 0.48
N -0.715 1.721 -0.199 -0.09
N 0.371 0.690 -0.012 -0.14
C 1.307 0.243 -1.081 -0.43
C 0.792 0.657 1.376 -0.39
H -2.263 -0.705 0.907 0.28
H -1.575 -1.508 -0.578 0.28
H -2.873 -0.419 -0.687 0.30
H 2.268 0.824 -1.120 0.26
H 1.471 -0.863 -1.033 0.25
H 0.697 0.359 -1.970 0.24
H -0.244 0.470 1.918 0.22
H 1.514 -0.099 1.483 0.24
H 1.159 1.594 1.629 0.24
```


Record 3
DFT (ωB97M-V with the def2-TZVPD basis set) results for a structure of composition C23H47NO2S2Si2V at a distorted geometry.

Output
* frontier orbital gap (spin up / spin down): 0.233 / 0.271 Eh
* E_HOMO (spin up / spin down): -6.08 / -7.21 eV
* E_tot: -93312.161 eV
* expectation value of S²: 3.767
* energy relative to the best compared isomer or geometry (same formula, charge and spin): 25.23 kJ/mol
* 2S+1: 4

Geometry as XYZ:
```
78
Properties=species:S:1:pos:R:3:mulliken_spin:R:1
O -0.516 -1.383 -1.438 -0.02
O -2.599 -0.349 -5.474 0.00
C 0.322 -2.341 -2.294 0.01
C 0.813 -3.555 -1.543 0.01
H 1.140 -1.728 -2.684 -0.01
H -0.368 -2.616 -3.115 0.00
H 1.421 -3.282 -0.679 0.00
H 1.427 -4.164 -2.220 0.00
H -0.007 -4.179 -1.203 0.00
C -1.681 -2.077 -0.804 -0.01
C -2.585 -2.625 -1.900 0.00
H -2.212 -1.317 -0.206 0.02
H -1.307 -2.880 -0.149 0.00
H -2.769 -1.930 -2.723 0.00
H -3.551 -2.868 -1.461 0.00
H -2.178 -3.551 -2.303 0.00
C -3.672 0.588 -5.693 0.00
C -2.529 -1.388 -6.465 0.00
C -4.861 0.323 -4.790 0.00
H -4.004 0.555 -6.745 0.00
H -3.254 1.579 -5.486 0.00
H -5.286 -0.661 -5.024 0.00
H -5.621 1.096 -4.951 0.00
H -4.561 0.339 -3.734 0.00
C -3.783 -2.235 -6.577 0.00
H -1.673 -2.004 -6.179 0.00
H -2.322 -0.938 -7.447 0.00
H -4.107 -2.602 -5.596 0.00
H -3.578 -3.099 -7.218 0.00
H -4.605 -1.666 -7.032 0.00
H -0.791 0.435 -4.270 0.00
V 0.180 -0.396 0.079 2.91
C -0.351 1.453 -4.294 0.00
Si 0.495 1.969 -5.913 0.00
H -1.173 2.167 -4.133 0.00
H 0.354 1.550 -3.456 0.00
C 1.405 0.505 -6.687 0.00
C 1.794 3.330 -5.675 0.00
C -0.564 2.658 -7.334 0.00
C 2.100 0.119 -0.558 0.02
Si 3.358 1.160 0.382 0.00
H 1.623 0.592 -1.440 -0.09
H 2.557 -0.848 -0.900 0.01
C 4.122 2.467 -0.746 0.00
C 4.691 -0.080 0.907 0.00
C 2.720 1.921 1.980 0.01
H 0.085 2.833 -8.209 0.00
H -1.031 3.619 -7.080 0.00
H -1.358 1.963 -7.637 0.00
H 2.250 0.196 -6.057 0.00
H 1.799 0.754 -7.685 0.00
H 0.729 -0.355 -6.795 0.00
H 2.382 3.178 -4.761 0.00
H 1.324 4.321 -5.617 0.00
H 2.485 3.337 -6.534 0.00
H 4.920 -0.746 0.068 0.00
H 4.322 -0.700 1.732 0.00
H 5.625 0.392 1.232 0.00
H 2.519 1.142 2.732 0.00
H 1.799 2.502 1.835 0.00
H 3.467 2.605 2.416 0.00
H 5.007 2.939 -0.300 0.00
H 3.420 3.275 -0.986 0.00
H 4.445 2.025 -1.697 0.00
S 1.058 -1.851 1.779 -0.02
C 0.313 -0.599 2.595 0.07
N -0.300 0.354 1.822 0.01
C -0.812 1.395 2.600 0.00
C -1.236 2.601 2.046 0.02
C -1.564 3.655 2.904 0.01
C -1.476 3.482 4.290 0.00
C -0.989 2.291 4.854 0.00
C -0.626 1.253 3.999 0.00
S 0.215 -0.284 4.303 0.02
H -1.275 2.653 0.955 0.02
H -1.897 4.597 2.466 0.00
H -1.791 4.308 4.937 0.00
H -0.898 2.139 5.935 0.00
```